{
  "formula": "C23H66CaO23",
  "method": "ωB97M-V/def2-TZVPD",
  "elements": ["Ca", "C", "C", "O", "O", "H", "H", "H", "C", "O", "H", "H", "H", "C", "C", "O", "O", "H", "H", "H", "H", "H", "H", "C", "C", "O", "O", "H", "H", "H", "H", "H", "H", "C", "C", "O", "O", "H", "H", "H", "H", "H", "H", "C", "C", "O", "O", "H", "H", "H", "H", "H", "H", "C", "C", "O", "O", "H", "H", "H", "H", "H", "H", "C", "C", "O", "O", "H", "H", "H", "H", "H", "H", "C", "C", "O", "O", "H", "H", "H", "H", "H", "H", "C", "C", "O", "O", "H", "H", "H", "H", "H", "H", "C", "C", "O", "O", "H", "H", "H", "H", "H", "H", "C", "C", "O", "O", "H", "H", "H", "H", "H", "H"],
  "coordinates": [[0.52509, -1.34022, -0.32384], [-0.74292, -3.59023, -3.73454], [-0.44603, -2.74346, -2.48344], [0.01902, -1.60974, -2.65289], [-0.62886, -3.12599, -1.31743], [-1.35973, -2.97524, -4.39284], [-1.33426, -4.49490, -3.57847], [0.18437, -3.89992, -4.20859], [-2.45436, -0.10556, 1.01756], [-1.14075, 0.10096, 0.52212], [-3.10695, -0.76111, 0.41306], [-2.49466, -0.50184, 2.05033], [-2.99182, 0.85912, 1.08823], [-3.06054, 1.73985, 4.49574], [-1.63291, 2.06020, 5.02611], [-0.61219, 1.40007, 4.34084], [-3.97640, 2.78903, 4.80406], [-3.41566, 0.72808, 4.73561], [-2.96805, 1.77262, 3.40631], [-1.52982, 1.79720, 6.08128], [-1.37639, 3.11919, 4.90559], [-0.65583, 1.66223, 3.39424], [-4.83022, 2.57687, 4.41600], [-3.32095, 1.68135, -2.39071], [-2.30421, 2.57659, -1.67902], [-1.07755, 1.95300, -1.54861], [-3.28614, 1.78027, -3.79745], [-4.25428, 2.12015, -2.01890], [-3.27445, 0.63604, -2.04816], [-2.71839, 2.95876, -0.73007], [-2.14783, 3.49090, -2.26122], [-1.18128, 1.17697, -0.92383], [-2.44555, 1.34105, -4.06050], [3.41280, 1.34321, 2.11022], [2.97136, -0.19272, 2.17557], [1.57699, -0.40678, 2.00937], [3.34428, 1.82108, 0.75542], [4.50231, 1.37134, 2.23625], [2.91123, 1.91349, 2.89991], [3.38118, -0.64587, 3.08751], [3.46254, -0.62361, 1.30230], [0.99835, -0.12019, 2.72551], [3.97775, 2.53306, 0.63479], [4.41878, -0.42271, -1.73221], [2.96835, -0.04408, -2.11500], [2.13021, 0.12249, -0.95698], [4.52331, -1.65873, -1.11193], [4.87310, 0.36737, -1.12018], [5.03654, -0.43277, -2.63327], [2.52803, -0.77451, -2.79514], [3.11827, 0.91034, -2.63333], [2.55542, 0.74505, -0.31629], [5.38376, -2.03946, -1.29597], [2.57192, -3.57864, 0.77407], [1.24779, -4.10572, 1.32041], [0.34883, -2.99034, 1.55008], [2.40369, -2.67775, -0.28104], [3.21082, -4.41437, 0.48091], [3.05844, -3.00124, 1.56883], [1.46266, -4.68256, 2.22651], [0.82732, -4.76153, 0.55486], [0.09790, -3.03742, 2.49365], [3.27548, -2.37737, -0.61854], [-0.06063, 3.77893, 1.28690], [-0.49546, 4.88487, 2.21861], [-0.08794, 6.15812, 1.63896], [-0.48085, 2.53549, 1.82889], [1.00992, 3.77663, 1.02554], [-0.52345, 3.99086, 0.31508], [-0.06196, 4.74332, 3.21571], [-1.57060, 4.77357, 2.40340], [0.76754, 6.37105, 2.02026], [-0.67686, 1.86579, 1.11383], [1.17375, 4.54903, -2.26944], [2.29355, 5.37514, -2.92192], [3.42309, 4.53833, -3.01109], [0.55006, 3.61392, -3.12219], [0.35925, 5.20174, -1.92296], [1.58352, 4.06177, -1.37502], [2.54424, 6.20418, -2.25667], [1.92862, 5.76509, -3.88002], [3.26050, 3.98272, -3.78055], [0.17486, 2.87971, -2.58866], [-0.22059, -1.75473, 4.76468], [-1.65647, -1.70980, 5.29567], [-1.95549, -2.82991, 6.15868], [0.17461, -2.98367, 4.12519], [0.48446, -1.57574, 5.58580], [-0.09849, -0.93269, 4.07156], [-2.34238, -1.76971, 4.44544], [-1.79238, -0.78166, 5.85573], [-1.21238, -3.03409, 6.73773], [0.06265, -3.65861, 4.80889], [0.24630, 1.03535, -6.40295], [-0.06318, -0.09955, -5.46197], [-1.02181, 0.31444, -4.44990], [1.17006, 1.99946, -5.85209], [-0.66477, 1.52415, -6.76786], [0.68209, 0.55697, -7.28333], [0.87418, -0.22809, -4.90487], [-0.30598, -1.07285, -5.89816], [-0.82250, -0.31420, -3.72302], [0.73287, 2.37153, -5.06347], [-2.45605, -6.22759, -1.14909], [-3.36925, -5.19241, -0.37712], [-3.78562, -5.59850, 0.95220], [-1.06650, -6.05756, -0.82563], [-2.67760, -6.03653, -2.21335], [-2.75728, -7.26451, -0.95243], [-4.30330, -5.18526, -0.95539], [-2.97924, -4.17646, -0.31820], [-3.73086, -6.55916, 0.90786], [-0.79520, -5.12019, -0.89215]],
  "forces_ev_per_angstrom": [[-1.64, 0.33, 1.16], [-0.64, 0.06, 0.52], [-0.42, -1.17, -0.62], [1.00, 2.24, -1.20], [-0.62, -1.88, 1.01], [0.40, 0.11, -0.22], [0.18, 0.07, 0.53], [0.10, 0.29, -0.15], [0.20, 0.60, 0.01], [-0.36, -0.28, -0.15], [0.41, 0.00, -0.08], [0.31, -0.11, -0.17], [0.01, -0.10, -0.09], [0.68, 0.64, -1.30], [-0.57, 0.59, 0.30], [0.28, -1.32, -0.84], [0.19, -0.21, 0.80], [0.06, 0.28, 0.45], [0.27, -0.38, -0.18], [-0.07, 0.07, 0.01], [-0.89, 0.24, 0.32], [0.11, 0.25, 0.36], [0.07, -0.04, 0.01], [-0.63, 1.20, 0.53], [-0.75, 0.34, -0.46], [1.32, -0.83, 0.75], [0.63, -0.41, 0.26], [-0.44, -0.44, -0.52], [0.17, 0.18, 0.07], [0.13, -0.49, 0.19], [-0.09, -0.17, -0.27], [0.22, 0.38, -0.08], [-0.54, 0.25, -0.21], [1.09, -1.83, -0.06], [0.11, 2.05, -0.20], [0.54, -0.12, -0.70], [-1.16, 0.06, 0.24], [-0.17, -0.33, 1.10], [-0.20, 0.33, -0.60], [-0.19, 0.12, -0.07], [-0.15, -0.40, 0.10], [0.43, 0.31, 0.06], [-0.13, 0.08, -0.03], [-0.20, 1.44, -1.07], [1.31, 0.42, 0.71], [0.86, 0.30, -0.60], [0.59, -0.94, 0.55], [-0.33, -0.05, 0.24], [-0.28, 0.06, -0.32], [-0.18, 0.05, 0.24], [-0.52, -0.03, -0.10], [-0.21, -0.03, -0.56], [0.04, -0.16, 0.07], [0.34, 0.11, 1.29], [0.00, 0.80, -0.95], [0.66, -1.16, -0.34], [-0.74, -0.35, -0.69], [0.01, -0.13, 0.03], [0.20, -0.36, 0.29], [-0.23, 0.16, -0.06], [-0.27, -0.06, 0.23], [0.01, 0.23, -0.22], [-0.25, -0.15, 0.14], [-0.26, -0.17, -0.78], [0.88, 0.14, 0.14], [-0.76, -0.84, 0.62], [-0.11, -0.40, -0.76], [0.03, 0.07, 0.64], [-0.27, -0.26, 0.09], [0.24, 0.12, -0.07], [0.04, 0.65, -0.51], [-0.03, 0.04, -0.02], [0.16, 0.10, 0.56], [-0.93, 0.80, 0.72], [-1.31, -0.87, 0.77], [0.59, 0.05, -0.79], [0.62, -0.74, -0.57], [0.31, 0.36, 0.16], [0.11, -0.02, -0.15], [-0.04, -0.03, -0.10], [0.34, -0.04, -0.02], [0.18, -0.20, 0.04], [0.01, 0.36, -0.08], [0.11, 0.12, 0.47], [0.59, -0.93, 0.15], [0.06, 0.12, -0.58], [-0.51, 0.33, 1.02], [-0.06, 0.06, 0.06], [-0.07, -0.06, -0.19], [-0.09, 0.01, 0.30], [-0.01, 0.09, -0.25], [-0.04, 0.34, 0.04], [-0.10, -0.17, -0.44], [-0.11, -0.03, -0.49], [0.47, 0.83, 1.69], [0.66, -0.94, -0.51], [-0.90, -0.69, 0.00], [-0.01, 0.05, 0.25], [0.45, 0.40, 0.00], [0.07, -0.37, -0.22], [-0.35, 0.33, -0.34], [-0.23, 0.39, 0.03], [0.24, 0.05, -0.22], [0.22, 2.27, 0.80], [-0.99, -1.52, -0.27], [0.92, -0.12, -0.65], [-0.38, -0.56, -0.16], [0.37, -0.09, 0.11], [0.21, 0.22, 0.22], [0.11, 0.37, -0.21], [0.34, -0.24, -0.10], [-0.15, 0.03, 0.42], [-0.65, -0.12, -0.23]],
  "total_energy_ha": -3324.06881,
  "gap_ev": 8.250,
  "max_force_ev_per_a": 2.728
}


{
  "formula": "C23H68O11",
  "method": "ωB97M-V/def2-TZVPD",
  "elements": ["C", "C", "C", "O", "H", "H", "H", "H", "H", "H", "H", "H", "C", "C", "C", "O", "H", "H", "H", "H", "H", "H", "H", "H", "C", "C", "C", "O", "H", "H", "H", "H", "H", "H", "H", "H", "C", "C", "C", "O", "H", "H", "H", "H", "H", "H", "H", "H", "C", "C", "C", "O", "H", "H", "H", "H", "H", "H", "H", "H", "C", "C", "O", "H", "H", "H", "H", "H", "H", "C", "C", "O", "H", "H", "H", "H", "H", "H", "C", "O", "H", "H", "H", "H", "C", "O", "H", "H", "H", "H", "C", "O", "H", "H", "H", "H", "C", "O", "H", "H", "H", "H"],
  "coordinates": [[-0.50987, -2.87993, 3.61544], [-0.93517, -1.62694, 2.85938], [-2.47166, -1.59781, 2.71219], [-0.49687, -0.51830, 3.55823], [0.57321, -2.87360, 3.73791], [-0.92874, -3.75752, 3.12301], [-1.08872, -3.04985, 4.52327], [-0.55122, -1.73762, 1.84526], [-2.85077, -0.75277, 2.13751], [-3.08207, -1.61692, 3.61503], [-2.82132, -2.48663, 2.18700], [0.42214, -0.43235, 3.29437], [-5.42054, -1.19442, -1.06850], [-3.97360, -1.25785, -1.25846], [-3.54825, -1.24849, -2.76333], [-3.28902, -0.29320, -0.59437], [-6.08330, -1.77958, -1.70604], [-5.85092, -0.21028, -1.25378], [-5.67262, -1.27638, -0.01122], [-3.63586, -2.14932, -0.72997], [-3.56784, -2.20933, -3.27762], [-2.49433, -0.97366, -2.80604], [-4.10978, -0.47161, -3.28222], [-2.34392, -0.45814, -0.56015], [0.56005, 5.24057, 0.92857], [1.60822, 4.14167, 1.03003], [2.36748, 4.14042, 2.37189], [0.95285, 2.94514, 1.05214], [0.99451, 6.20327, 0.65923], [-0.11315, 5.26356, 1.78554], [-0.06467, 4.99257, 0.07049], [2.12976, 4.08172, 0.07478], [3.04407, 3.29642, 2.50604], [1.67953, 4.26677, 3.20786], [2.98579, 5.03142, 2.48114], [0.38888, 2.93793, 1.82898], [5.12507, -2.46820, -0.94213], [4.92576, -1.44290, 0.16436], [4.26884, -0.05848, -0.19970], [4.17011, -1.99723, 1.19306], [4.16517, -2.90765, -1.21336], [5.92087, -3.18343, -0.73418], [5.41232, -1.93620, -1.84909], [5.85873, -1.16670, 0.65567], [4.77488, 0.59658, -0.90887], [4.13848, 0.54187, 0.70069], [3.27364, -0.12914, -0.63868], [3.29893, -2.25820, 0.88560], [-4.15781, 4.14616, -2.18354], [-3.60139, 2.85396, -1.71524], [-2.31801, 2.99203, -0.95023], [-4.51501, 2.23925, -0.84208], [-5.13838, 4.13201, -2.65936], [-3.45707, 4.56492, -2.90584], [-4.29908, 4.78040, -1.30840], [-3.33336, 2.20421, -2.54836], [-1.50770, 3.17779, -1.65520], [-2.02103, 2.08496, -0.42380], [-2.32499, 3.82596, -0.24837], [-4.06980, 1.44517, -0.53743], [1.81756, -3.14029, -3.37901], [1.71291, -1.62731, -3.41340], [0.34794, -1.34239, -3.14429], [2.87806, -3.28629, -3.58430], [1.14440, -3.59285, -4.10710], [1.55164, -3.51959, -2.39233], [2.02647, -1.26082, -4.39088], [2.42537, -1.13777, -2.74944], [0.32363, -0.38437, -3.20103], [1.27049, -5.35742, -0.34529], [0.54796, -4.06693, 0.11996], [1.41021, -3.11512, 0.68193], [2.16009, -5.36683, -0.97508], [0.49211, -5.82301, -0.94982], [1.58323, -5.99189, 0.48402], [-0.17027, -4.14160, 0.93645], [0.00208, -3.64790, -0.72534], [0.86217, -2.43339, 1.07751], [1.56933, 2.25445, -3.48179], [0.39209, 1.45204, -3.19651], [1.45953, 3.33291, -3.36800], [2.35031, 1.91072, -2.80355], [1.95529, 1.98140, -4.46392], [-0.37395, 2.03050, -3.18372], [2.69878, -0.25752, 3.99707], [2.22662, -0.63597, 2.71771], [3.28524, 0.66055, 3.96069], [1.76543, -0.01539, 4.50531], [3.27932, -1.08667, 4.40153], [2.98598, -0.86017, 2.17483], [0.14153, -0.05920, -0.19374], [-0.66405, -1.10959, -0.61681], [0.49871, 0.69551, -0.89442], [-0.42584, 0.48079, 0.56427], [1.00116, -0.48205, 0.32619], [-0.22080, -1.36919, -1.42783], [-2.38956, 2.25427, 2.59432], [-1.15756, 2.21978, 3.16049], [-3.28835, 2.18572, 3.20716], [-2.45012, 3.13804, 1.95920], [-2.45763, 1.50054, 1.80988], [-0.95897, 1.28817, 3.27995]],
  "forces_ev_per_angstrom": [[-0.98, -0.50, -0.22], [-2.28, -2.02, 0.55], [-0.31, -0.07, -0.39], [0.25, 1.32, -0.14], [-0.13, -0.46, 0.18], [0.82, -0.27, -0.85], [0.50, 0.93, 0.70], [0.18, 0.69, -0.17], [0.31, 0.13, -0.13], [0.61, 0.16, 0.56], [0.26, -0.13, -0.29], [0.56, 0.23, -0.08], [-2.39, 1.68, 0.80], [1.39, -2.69, -1.98], [0.41, 0.01, 0.79], [-0.30, 3.42, 1.56], [0.61, -0.77, 0.17], [0.51, 0.61, -0.36], [-0.08, -0.70, 0.08], [-0.02, -1.00, -0.70], [-0.61, -0.03, 0.07], [0.09, 0.16, 0.04], [-0.11, -0.15, -0.18], [0.48, -0.62, -0.28], [0.16, 0.21, -0.93], [-0.18, 0.56, 1.21], [1.14, 1.76, -0.61], [-1.48, -2.60, -0.70], [-0.02, 0.24, 0.56], [0.27, 0.24, 0.23], [-0.11, -0.14, -0.08], [0.95, 0.50, 0.37], [-0.37, -0.19, -0.11], [-0.34, -0.57, -0.11], [0.30, 0.21, -0.15], [-0.48, -0.41, 0.36], [0.05, 1.22, -0.77], [-0.16, 1.55, -0.32], [-0.08, -0.27, -0.44], [-0.33, -0.28, 1.46], [0.03, -0.43, 0.31], [-0.41, -0.17, 0.21], [0.29, 0.06, -0.15], [0.31, -0.25, -0.25], [0.66, -0.33, -0.04], [0.11, -0.17, 0.19], [-0.27, -0.54, 0.09], [-0.41, -0.55, -0.45], [-0.19, 0.81, -0.18], [0.15, -1.01, 0.71], [1.21, 0.68, -0.22], [-0.91, 0.21, -0.18], [0.04, -0.61, -0.10], [0.01, 0.43, 0.14], [0.30, 0.32, -0.06], [-0.47, -0.33, -0.49], [0.32, 0.27, -0.07], [-0.27, -0.04, -0.01], [-0.11, -0.03, 0.11], [-0.04, -0.65, 0.19], [0.69, 0.84, 0.20], [-0.37, -1.08, -0.38], [0.58, 0.43, 0.12], [-0.05, -0.94, -0.10], [0.29, 0.03, -0.14], [0.19, 0.03, -0.01], [-0.35, 0.02, -0.42], [-0.20, -0.06, 0.70], [-0.70, 0.77, -0.04], [-0.95, 0.00, 0.67], [0.37, -0.08, -0.16], [1.67, 0.85, -0.21], [-0.06, 1.15, -0.14], [0.10, -0.65, 0.15], [-0.45, -0.07, 0.17], [-0.52, -1.47, -0.36], [0.03, 0.11, -0.21], [0.07, 0.15, 0.07], [0.34, -1.19, 0.18], [0.55, 0.95, -0.23], [-0.37, -0.17, -0.05], [-0.06, 0.18, 0.31], [-0.29, 0.35, -0.27], [-0.16, -0.07, 0.02], [-0.46, 0.16, -0.38], [-0.35, 0.20, -0.37], [0.22, 0.00, -0.03], [0.49, -0.23, 0.89], [-0.15, 0.19, 0.57], [0.36, -0.27, -0.33], [0.56, 0.95, 2.23], [-0.43, -0.11, -0.58], [-0.32, -0.35, -0.55], [0.08, 0.24, 0.13], [0.38, 0.27, 0.07], [-0.26, -0.82, -1.00], [-1.57, 0.44, -2.68], [1.58, 0.23, 1.24], [0.23, 0.01, 0.55], [-0.27, 0.50, 0.42], [-0.32, -0.60, 0.05], [0.41, -0.53, 0.43]],
  "total_energy_ha": -1744.60071,
  "gap_ev": 9.901,
  "max_force_ev_per_a": 3.769,
  "smiles": "CC(C)O.CC(C)O.CC(C)O.CC(C)O.CC(C)O.CCO.CCO.CO.CO.CO.CO"
}


Number 1 is which compound?
C23H66CaO23